Record 1
{"formula": "C25H35N3O3", "method": "ωB97M-V with the def2-TZVPD basis set", "e_above_lowest_kj_mol": 154.8, "homo_ha": -0.2888, "smiles": "COc1cc(C)c(CN2CCN([C@H](C)C(=O)N[C@@H](C)c3ccccc3)CC2)cc1OC", "lumo_energy_ev": 0.66, "e_tot_ha": -1363.60603, "multiplicity": 1, "gap_ev": 8.5, "symbols": ["C", "O", "C", "C", "C", "C", "C", "C", "N", "C", "C", "N", "C", "C", "C", "O", "N", "C", "C", "C", "C", "C", "C", "C", "C", "C", "C", "C", "C", "O", "C", "H", "H", "H", "H", "H", "H", "H", "H", "H", "H", "H", "H", "H", "H", "H", "H", "H", "H", "H", "H", "H", "H", "H", "H", "H", "H", "H", "H", "H", "H", "H", "H", "H", "H", "H"], "xyz": [[7.105, 1.999, 1.758], [6.901, 0.798, 1.060], [5.723, 0.625, 0.369], [4.704, 1.570, 0.364], [3.511, 1.388, -0.319], [2.456, 2.451, -0.291], [3.323, 0.207, -1.034], [2.047, -0.053, -1.787], [0.903, -0.129, -0.888], [1.006, -1.245, 0.033], [-0.143, -1.166, 1.041], [-1.462, -1.130, 0.443], [-2.155, -2.389, 0.228], [-1.799, -3.218, -1.009], [-3.672, -2.110, 0.227], [-4.465, -2.730, -0.450], [-4.019, -1.147, 1.103], [-5.352, -0.580, 1.165], [-5.741, -0.317, 2.619], [-5.430, 0.685, 0.338], [-6.389, 0.819, -0.656], [-6.455, 1.970, -1.421], [-5.557, 3.001, -1.204], [-4.595, 2.875, -0.216], [-4.534, 1.726, 0.551], [-1.521, -0.145, -0.620], [-0.352, -0.208, -1.612], [4.335, -0.737, -1.038], [5.537, -0.561, -0.359], [6.401, -1.613, -0.480], [7.730, -1.523, -0.022], [6.369, 2.134, 2.557], [8.098, 1.912, 2.198], [7.082, 2.866, 1.089], [4.833, 2.487, 0.916], [1.488, 2.004, -0.079], [2.683, 3.204, 0.459], [2.391, 2.941, -1.262], [2.153, -0.979, -2.380], [1.859, 0.772, -2.481], [1.958, -1.171, 0.563], [0.985, -2.212, -0.502], [-0.087, -2.003, 1.739], [-0.023, -0.233, 1.606], [-1.963, -3.002, 1.120], [-2.414, -4.113, -1.012], [-2.017, -2.663, -1.918], [-0.752, -3.509, -0.999], [-3.257, -0.635, 1.525], [-6.017, -1.334, 0.732], [-5.689, -1.239, 3.193], [-6.755, 0.071, 2.666], [-5.071, 0.413, 3.067], [-7.084, 0.011, -0.836], [-7.206, 2.061, -2.192], [-5.605, 3.898, -1.803], [-3.890, 3.675, -0.043], [-3.780, 1.641, 1.320], [-2.468, -0.247, -1.152], [-1.497, 0.844, -0.145], [-0.422, 0.650, -2.287], [-0.407, -1.126, -2.220], [4.219, -1.661, -1.583], [8.256, -0.677, -0.472], [8.203, -2.453, -0.339], [7.781, -1.441, 1.065]], "nbo_charge": [-0.250, -0.524, 0.293, -0.302, 0.000, -0.646, -0.047, -0.223, -0.453, -0.248, -0.211, -0.473, -0.125, -0.628, 0.682, -0.631, -0.624, -0.099, -0.599, 0.068, -0.235, -0.202, -0.223, -0.195, -0.254, -0.231, -0.227, -0.222, 0.232, -0.499, -0.239, 0.176, 0.199, 0.176, 0.213, 0.245, 0.209, 0.212, 0.174, 0.205, 0.219, 0.161, 0.203, 0.193, 0.215, 0.236, 0.210, 0.203, 0.416, 0.233, 0.217, 0.217, 0.200, 0.216, 0.213, 0.213, 0.211, 0.204, 0.215, 0.196, 0.203, 0.165, 0.220, 0.178, 0.186, 0.183]}

=====

Record 2
{"formula": "C2H6N2O", "method": "ωB97M-V with the def2-TZVPD basis set", "e_above_lowest_kj_mol": 62.4, "homo_ha": -0.3581, "smiles": "CNC(N)=O", "lumo_energy_ev": 0.86, "e_tot_ha": -264.56355, "multiplicity": 1, "gap_ev": 10.6, "symbols": ["C", "N", "C", "N", "O", "H", "H", "H", "H", "H", "H"], "xyz": [[0.808, 1.441, 0.037], [-0.093, 0.402, 0.497], [-0.190, -0.727, -0.252], [-1.113, -1.703, -0.037], [0.552, -0.988, -1.198], [1.658, 0.963, -0.454], [0.331, 2.116, -0.683], [1.163, 2.018, 0.893], [-0.852, 0.666, 1.102], [-1.616, -1.886, 0.829], [-0.648, -2.300, -0.734]], "nbo_charge": [-0.414, -0.626, 0.762, -0.875, -0.696, 0.240, 0.188, 0.196, 0.390, 0.398, 0.438]}

=====

Record 3
{"formula": "C7H12B11Br6ClO4Ti", "method": "ωB97M-V with the def2-TZVPD basis set", "e_above_lowest_kj_mol": 0.0, "homo_ha": -0.5509, "lumo_energy_ev": -10.20, "e_tot_ha": -17601.27886, "multiplicity": 1, "total_charge": 2, "gap_ev": 4.8, "symbols": ["Ti", "C", "C", "C", "C", "C", "C", "H", "H", "H", "H", "H", "H", "Br", "B", "B", "C", "B", "B", "B", "B", "B", "Br", "B", "Br", "B", "Br", "B", "Br", "B", "Br", "H", "H", "H", "H", "H", "H", "O", "Cl", "O", "O", "O"], "xyz": [[-0.292, -2.193, 1.144], [0.198, -1.584, 3.530], [0.285, -2.984, 3.424], [-0.828, -3.735, 3.024], [-2.037, -3.089, 2.729], [-2.117, -1.695, 2.823], [-0.998, -0.936, 3.210], [1.068, -1.010, 3.821], [1.227, -3.483, 3.619], [-0.742, -4.808, 2.907], [-2.889, -3.663, 2.388], [-3.042, -1.194, 2.567], [-1.051, 0.147, 3.211], [-1.704, -0.329, 0.073], [-0.525, 0.908, -1.015], [-0.846, 1.515, -2.659], [0.782, 1.913, -2.815], [0.600, 0.336, -2.334], [2.280, 1.530, -2.193], [1.658, 3.328, -2.378], [-0.227, 3.309, -2.607], [-1.062, 2.663, -1.164], [-2.787, 3.187, -0.517], [0.492, 3.760, -1.016], [0.370, 5.492, -0.227], [2.039, 2.678, -0.741], [3.414, 3.121, 0.502], [1.240, 1.069, -0.894], [1.659, -1.017, 0.860], [0.289, 2.251, -0.030], [0.101, 2.356, 1.891], [-1.651, 1.245, -3.472], [0.579, 2.083, -1.725], [0.759, -0.650, -2.953], [3.235, 1.100, -2.723], [2.259, 4.015, -3.118], [-0.563, 3.941, -3.543], [0.238, -3.172, -1.870], [-0.225, -3.978, -0.814], [0.698, -3.802, 0.370], [-0.453, -5.318, -1.099], [-1.430, -3.307, -0.183]], "nbo_charge": [1.015, -0.163, -0.193, -0.185, -0.140, -0.182, -0.179, 0.295, 0.296, 0.294, 0.285, 0.290, 0.306, 0.244, -0.068, 0.062, -0.895, 0.017, 0.058, 0.063, -0.036, -0.105, 0.076, -0.109, 0.109, -0.096, 0.095, 0.259, 0.142, -0.268, 0.037, 0.107, 0.408, 0.106, 0.109, 0.111, 0.143, -0.677, 2.522, -0.762, -0.623, -0.770]}

=====

Record 4
{"formula": "H4N2O2S", "method": "ωB97M-V with the def2-TZVPD basis set", "e_above_lowest_kj_mol": 353.0, "homo_ha": [-0.2992, -0.2994], "lumo_energy_ev": [0.26, 0.26], "e_tot_ha": -660.43997, "multiplicity": 1, "gap_ev": [8.4, 8.4], "symbols": ["N", "N", "O", "O", "S", "H", "H", "H", "H"], "xyz": [[1.780, -0.350, -0.073], [-1.186, 0.307, 0.606], [0.757, 1.983, -0.551], [-1.932, 1.170, -0.191], [0.959, 1.030, 0.505], [1.833, -0.485, -1.088], [1.834, -1.020, 0.670], [-1.382, 0.683, 1.511], [-1.437, 1.197, -0.994]], "nbo_charge": [-1.062, -0.439, -0.926, -0.560, 1.379, 0.421, 0.408, 0.311, 0.468]}

=====

Record 5
{"formula": "C6H12N", "method": "ωB97M-V with the def2-TZVPD basis set", "e_above_lowest_kj_mol": 155.5, "homo_ha": -0.5237, "smiles": "C=[NH+]/C=C/CCC", "lumo_energy_ev": -5.26, "e_tot_ha": -290.26267, "multiplicity": 1, "total_charge": 1, "gap_ev": 9.0, "symbols": ["C", "N", "C", "C", "C", "C", "C", "H", "H", "H", "H", "H", "H", "H", "H", "H", "H", "H", "H"], "xyz": [[3.685, 0.236, 0.269], [2.518, -0.273, 0.138], [1.327, 0.230, 0.677], [0.166, -0.392, 0.431], [-1.145, 0.122, 0.895], [-2.283, -0.259, -0.085], [-2.102, 0.313, -1.482], [3.712, 1.133, 0.877], [4.468, -0.340, -0.193], [2.409, -1.148, -0.371], [1.345, 0.861, 1.561], [0.138, -1.372, -0.056], [-1.206, 1.212, 0.926], [-1.422, -0.333, 1.851], [-3.183, 0.136, 0.382], [-2.330, -1.340, -0.164], [-1.099, 0.114, -1.855], [-2.662, -0.267, -2.215], [-2.335, 1.369, -1.585]], "nbo_charge": [0.082, -0.376, -0.138, -0.030, -0.476, -0.377, -0.622, 0.236, 0.240, 0.440, 0.246, 0.213, 0.234, 0.255, 0.226, 0.202, 0.190, 0.233, 0.223]}

=====

Record 6
{"formula": "C4H11NO2", "method": "ωB97M-V with the def2-TZVPD basis set", "e_above_lowest_kj_mol": 69.1, "homo_ha": -0.3053, "lumo_energy_ev": 0.34, "e_tot_ha": -364.24186, "multiplicity": 1, "gap_ev": 8.6, "symbols": ["C", "C", "O", "O", "H", "H", "H", "C", "C", "N", "H", "H", "H", "H", "H", "H", "H", "H"], "xyz": [[0.853, 2.633, 1.087], [-0.257, 1.944, 0.311], [-1.420, 2.020, 0.732], [0.068, 1.315, -0.754], [0.874, 3.698, 0.855], [1.807, 2.233, 0.748], [0.715, 2.504, 2.156], [-0.467, -1.599, 0.101], [0.889, -2.031, -0.419], [-1.228, -0.893, -0.951], [-1.026, -2.462, 0.458], [-0.338, -0.935, 0.954], [1.471, -1.179, -0.762], [0.784, -2.709, -1.271], [-1.181, -1.347, -1.860], [-2.198, -0.712, -0.699], [-0.778, 0.082, -1.043], [1.433, -2.565, 0.356]], "nbo_charge": [-0.728, 0.773, -0.735, -0.825, 0.227, 0.210, 0.219, -0.220, -0.629, -0.716, 0.198, 0.237, 0.243, 0.199, 0.406, 0.429, 0.480, 0.232]}

=====

Record 7
{"formula": "C40H45F10INO8PS", "method": "ωB97M-V with the def2-TZVPD basis set", "homo_ha": -0.3139, "smiles": "CP(C)c1c(F)c2c(c(N=C=O)c1Cc1ccccc1)C(=O)c1cc(S(=O)(=O)C(F)(F)C(F)(F)C(F)(F)C(F)(F)F)c(I)cc1C2=O.CCOCC.CCOCC.CCOCC", "lumo_energy_ev": -2.45, "e_tot_ha": -4242.32691, "multiplicity": 1, "gap_ev": 6.1, "symbols": ["C", "P", "C", "C", "C", "F", "C", "C", "C", "N", "C", "O", "C", "C", "C", "C", "C", "C", "C", "C", "C", "O", "C", "C", "C", "S", "O", "O", "C", "F", "F", "C", "F", "F", "C", "F", "F", "C", "F", "F", "F", "C", "I", "C", "C", "C", "O", "H", "H", "H", "H", "H", "H", "H", "H", "H", "H", "H", "H", "H", "H", "H", "C", "C", "O", "C", "C", "H", "H", "H", "H", "H", "H", "H", "H", "H", "H", "C", "C", "O", "C", "C", "H", "H", "H", "H", "H", "H", "H", "H", "H", "H", "C", "C", "O", "C", "C", "H", "H", "H", "H", "H", "H", "H", "H", "H", "H"], "xyz": [[5.521, 2.093, 2.667], [3.950, 1.572, 3.620], [4.000, -0.302, 4.113], [2.356, 1.743, 2.581], [1.035, 2.403, 3.367], [1.168, 2.844, 4.775], [-0.426, 2.590, 2.647], [-0.546, 2.094, 1.054], [0.720, 1.442, 0.224], [0.484, 1.013, -1.232], [-0.332, -0.125, -1.258], [-1.492, -0.838, -1.209], [2.191, 1.259, 0.997], [3.469, 0.553, 0.181], [3.022, -0.892, -0.532], [2.239, -2.048, 0.380], [1.730, -3.497, -0.276], [1.999, -3.796, -1.867], [2.797, -2.668, -2.804], [3.288, -1.247, -2.125], [-2.074, 2.279, 0.399], [-2.305, 2.732, -0.840], [-3.315, 1.892, 1.452], [-4.606, 1.027, 0.929], [-5.810, 0.615, 2.015], [-7.209, -0.426, 1.315], [-7.374, 0.036, -0.186], [-8.587, -0.197, 1.979], [-6.609, -2.225, 1.392], [-6.058, -2.524, 2.734], [-5.433, -2.280, 0.445], [-7.697, -3.313, 0.826], [-6.920, -4.246, -0.074], [-8.689, -2.647, -0.066], [-8.379, -4.273, 1.974], [-9.257, -5.245, 1.221], [-7.375, -5.152, 2.683], [-9.388, -3.483, 3.010], [-10.100, -4.554, 3.804], [-10.438, -2.715, 2.302], [-8.704, -2.630, 4.010], [-5.651, 1.113, 3.569], [-7.175, 0.591, 5.082], [-4.356, 2.000, 4.146], [-3.192, 2.366, 3.051], [-1.786, 3.200, 3.406], [-1.744, 4.286, 4.193], [6.332, 2.526, 3.428], [5.318, 2.888, 1.819], [6.039, 1.165, 2.156], [2.903, -0.580, 4.489], [4.174, -0.943, 3.140], [4.744, -0.535, 4.987], [4.343, 0.251, 0.933], [3.798, 1.338, -0.622], [1.991, -1.887, 1.524], [1.143, -4.303, 0.375], [1.630, -4.819, -2.332], [2.949, -2.924, -3.943], [3.848, -0.485, -2.847], [-4.673, 0.703, -0.200], [-4.282, 2.343, 5.275], [5.748, -2.728, -7.357], [5.321, -2.146, -6.021], [5.509, -3.039, -4.927], [6.847, -3.453, -4.666], [7.777, -2.306, -4.313], [5.269, -3.697, -7.528], [5.479, -2.051, -8.173], [6.830, -2.886, -7.397], [4.249, -1.927, -6.062], [5.823, -1.192, -5.825], [7.237, -4.034, -5.508], [6.799, -4.138, -3.812], [7.925, -1.636, -5.165], [8.758, -2.685, -4.012], [7.362, -1.707, -3.496], [-0.839, -4.432, -6.613], [-0.376, -4.583, -5.174], [-0.247, -3.343, -4.487], [-1.434, -2.567, -4.345], [-2.523, -3.269, -3.552], [-0.202, -3.724, -7.153], [-0.812, -5.397, -7.127], [-1.865, -4.054, -6.665], [0.618, -5.042, -5.175], [-1.030, -5.262, -4.617], [-1.802, -2.250, -5.326], [-1.147, -1.655, -3.811], [-2.905, -4.144, -4.085], [-3.365, -2.592, -3.375], [-2.138, -3.617, -2.588], [1.104, 9.746, 5.438], [0.600, 9.130, 4.144], [1.531, 8.236, 3.542], [1.897, 7.089, 4.305], [0.725, 6.176, 4.621], [2.086, 10.208, 5.291], [0.405, 10.506, 5.798], [1.212, 8.993, 6.224], [0.429, 9.933, 3.420], [-0.365, 8.634, 4.291], [2.422, 7.389, 5.217], [2.619, 6.531, 3.699], [0.013, 6.660, 5.296], [1.074, 5.259, 5.106], [0.182, 5.911, 3.709]], "mulliken_charge": [-0.897, 0.221, -0.846, -0.070, -0.108, -0.337, 0.323, 0.629, -0.328, -0.372, 0.563, -0.435, 0.400, -0.119, 0.320, -0.242, -0.456, -0.304, 0.028, -0.509, 0.005, -0.493, 0.221, -0.568, 0.413, 1.109, -0.592, -0.517, 0.629, -0.245, -0.299, 0.546, -0.293, -0.214, 0.524, -0.273, -0.246, 0.630, -0.256, -0.191, -0.170, -0.579, 0.088, -0.507, 0.321, 0.243, -0.453, 0.329, 0.295, 0.277, 0.263, 0.220, 0.344, -0.064, 0.361, 0.220, 0.268, 0.229, 0.087, 0.204, 0.351, 0.329, -1.220, -0.222, -0.370, -0.324, -1.047, 0.313, 0.398, 0.274, 0.345, 0.310, 0.307, 0.330, 0.270, 0.397, 0.251, -1.200, -0.297, -0.266, -0.176, -1.125, 0.312, 0.400, 0.268, 0.337, 0.334, 0.313, 0.073, 0.381, 0.388, 0.249, -1.044, -0.264, -0.437, -0.519, -0.761, 0.278, 0.390, 0.267, 0.330, 0.272, 0.318, 0.285, 0.252, 0.382, 0.239]}

=====

Record 8
{"formula": "C23H25N4O2PdS", "method": "ωB97M-V with the def2-TZVPD basis set", "e_above_lowest_kj_mol": 112.7, "homo_ha": -0.3950, "lumo_energy_ev": -4.28, "e_tot_ha": -1786.74216, "multiplicity": 1, "total_charge": 1, "gap_ev": 6.5, "symbols": ["Pd", "C", "C", "C", "C", "C", "C", "N", "N", "C", "C", "C", "C", "C", "C", "H", "H", "H", "H", "H", "H", "H", "H", "H", "C", "O", "C", "C", "O", "C", "H", "H", "H", "H", "H", "H", "H", "H", "H", "H", "N", "C", "N", "C", "C", "C", "C", "C", "C", "S", "H", "H", "H", "H", "H", "H"], "xyz": [[0.110, 0.091, -0.393], [3.474, 3.756, 1.485], [3.597, 2.785, 0.497], [2.472, 2.281, -0.123], [1.197, 2.731, 0.273], [1.084, 3.727, 1.265], [2.220, 4.229, 1.856], [0.094, 2.223, -0.349], [-1.073, 2.745, -0.151], [-2.089, 1.907, 0.038], [-3.414, 2.344, 0.216], [-4.398, 1.434, 0.522], [-4.091, 0.086, 0.655], [-2.795, -0.373, 0.419], [-1.799, 0.512, 0.098], [4.351, 4.157, 1.967], [4.583, 2.453, 0.206], [2.551, 1.549, -0.923], [0.096, 4.081, 1.521], [2.134, 4.992, 2.616], [-3.622, 3.396, 0.118], [-5.414, 1.768, 0.673], [-4.864, -0.613, 0.927], [-2.591, -1.434, 0.494], [2.535, -1.176, -2.360], [2.271, -0.792, -1.022], [2.759, -1.717, -0.062], [2.606, -1.119, 1.336], [1.227, -0.973, 1.646], [0.934, -0.763, 3.022], [3.610, -1.330, -2.507], [2.188, -0.355, -2.990], [2.006, -2.100, -2.627], [3.828, -1.906, -0.245], [2.213, -2.670, -0.133], [3.119, -0.147, 1.370], [3.076, -1.800, 2.059], [1.727, -1.163, 3.656], [0.007, -1.294, 3.239], [0.804, 0.298, 3.250], [-1.014, -0.088, -3.563], [-1.013, -1.276, -2.937], [-0.613, -1.459, -1.710], [-0.737, -2.765, -1.296], [-0.490, -3.248, -0.014], [-0.737, -4.583, 0.245], [-1.195, -5.437, -0.754], [-1.428, -4.974, -2.036], [-1.213, -3.633, -2.293], [-1.522, -2.732, -3.765], [-0.860, 0.749, -3.010], [-1.517, 0.001, -4.431], [-0.138, -2.569, 0.754], [-0.579, -4.970, 1.239], [-1.384, -6.474, -0.529], [-1.782, -5.633, -2.812]], "nbo_charge": [0.756, -0.182, -0.204, -0.237, 0.158, -0.224, -0.197, -0.277, -0.118, 0.047, -0.145, -0.235, -0.131, -0.290, -0.051, 0.227, 0.224, 0.230, 0.238, 0.229, 0.236, 0.234, 0.229, 0.233, -0.250, -0.580, -0.087, -0.083, -0.589, -0.246, 0.192, 0.203, 0.186, 0.197, 0.196, 0.193, 0.194, 0.186, 0.197, 0.189, -0.785, 0.308, -0.585, 0.096, -0.204, -0.211, -0.205, -0.201, -0.209, 0.391, 0.422, 0.416, 0.231, 0.225, 0.230, 0.233]}